# 1
Molecular formula: C7H12N2O5S
Method: DFT, wB97M-V/def2-TZVPD

Atoms and positions in Å:
C  -2.41  -0.08  -0.31
C  -1.08  0.60  0.15
C  -3.45  -0.07  0.70
C  1.34  0.24  0.13
C  1.97  1.61  -0.11
C  2.20  -0.94  -0.41
C  3.53  -1.50  0.19
H  -2.98  -1.64  -1.36
H  -1.84  -2.17  -0.26
H  -2.86  0.53  -1.21
H  -3.27  -0.69  1.72
H  -3.44  1.00  1.14
H  -5.07  0.61  -1.00
H  -0.13  -0.44  -1.31
H  1.12  0.07  1.17
H  2.29  -0.83  -1.45
H  1.42  -1.74  -0.39
H  4.28  0.34  -0.16
H  0.28  2.77  0.30
N  -2.15  -1.39  -0.93
N  0.05  0.09  -0.41
O  -1.00  1.39  1.04
O  3.12  1.58  -0.64
O  3.56  -2.49  0.81
O  4.68  -0.73  0.03
O  1.35  2.79  -0.03
S  -5.08  -0.52  0.02

Calculated values
Charge: 0
Total energy, eV: -31505.3093
HOMO level, eV: -9.92
SMILES: N[C@@H](CS)C(=O)N[C@@H](CC(=O)O)C(=O)O
Maximum force, eV Å⁻¹: 4.75
Relative energy (zero: lowest compared OMol25 entry of this formula, charge and spin), kcal/mol: 64.9

Charge distribution, Löwdin scheme, values in e: -0.437 -0.433 -0.601 -0.223 -0.371 -0.026 -0.507 0.008 0.132 0.161 0.140 0.104 -0.026 0.171 0.159 0.110 0.134 0.183 0.220 0.029 0.072 0.074 0.039 0.132 0.006 0.087 0.664

# 2
Molecular formula: C7H12N3
Method: DFT, wB97M-V/def2-TZVPD

Atoms and positions in Å:
C  -2.36  -1.02  -0.15
C  1.64  -0.43  -1.39
C  -1.04  -0.43  0.10
C  1.44  -1.14  -0.28
C  2.39  -1.76  0.71
C  -2.25  1.53  -0.23
C  0.07  1.74  0.49
N  -3.37  -1.56  -0.21
N  -0.98  0.89  0.04
N  0.03  -1.22  0.18
H  0.85  0.01  -1.87
H  2.62  -0.44  -1.87
H  2.26  -1.14  1.63
H  3.35  -1.54  0.35
H  2.10  -2.82  0.77
H  -1.96  2.64  -0.10
H  -2.50  1.32  -1.31
H  -3.03  1.41  0.53
H  0.65  1.28  1.29
H  0.66  2.23  -0.37
H  -0.53  2.55  1.00
H  -0.06  -2.11  0.69

Calculated values
Charge: +1
Total energy, eV: -11914.7789
HOMO level, eV: -13.73
SMILES: C=C(C)/[NH+]=C(/C#N)N(C)C
Maximum force, eV Å⁻¹: 3.88
Relative energy (zero: lowest compared OMol25 entry of this formula, charge and spin), kcal/mol: 86.8

Charge distribution, Löwdin scheme, values in e: -0.099 0.097 -0.226 -0.322 -0.006 -0.028 -0.016 0.256 -0.146 0.140 0.045 0.102 0.112 0.071 0.103 0.125 0.136 0.120 0.107 0.146 0.117 0.167

# 3
Molecular formula: C7H12N3
Method: DFT, wB97M-V/def2-TZVPD

Atoms and positions in Å:
C  -0.44  -0.78  0.10
C  -1.90  -1.66  1.47
C  -0.94  -1.94  -0.43
C  0.41  0.39  -1.92
C  1.53  -0.35  -1.41
C  0.44  0.17  -0.47
C  0.86  1.27  0.56
N  -1.04  -0.67  1.32
N  -1.81  -2.48  0.45
N  -0.22  1.57  1.54
H  0.22  1.90  2.38
H  -2.40  -2.01  2.37
H  0.66  1.46  -2.23
H  -0.30  0.20  -2.65
H  1.48  -1.32  -1.61
H  2.38  0.16  -1.41
H  1.12  2.14  0.07
H  1.63  0.90  1.14
H  -2.19  -3.48  0.35
H  -0.62  -2.64  -1.22
H  -0.88  0.20  1.83
H  -0.70  2.42  1.16

Calculated values
Charge: +1
Total energy, eV: -11915.8642
HOMO level, eV: -12.85
SMILES: NCC1(c2c[nH+]c[nH]2)CC1
Maximum force, eV Å⁻¹: 5.20
Relative energy (zero: lowest compared OMol25 entry of this formula, charge and spin), kcal/mol: 61.7

Charge distribution, Löwdin scheme, values in e: -0.159 -0.075 -0.002 -0.088 -0.013 -0.309 -0.101 0.158 0.092 0.001 0.100 0.163 0.146 0.106 0.076 0.084 0.104 0.108 0.229 0.158 0.085 0.139